The following is a quantum chemistry calculation of a cluster of 7 separate species, C4H23N3O7 in total, from the OMol25 dataset.

Values from the calculation:
Charge = 0
SMILES = NCCCNC(N)=O.O.O.O.O.O.O
Orbital gap = 9.82 eV
ΔE to the lowest compared entry with this formula, charge and spin = 2.059 eV
Electronic energy = -857.164852 Eh

Last columns: bonded neighbours and bond lengths (Å).
Element x y z (Å)
1 N 2.171 -2.269 1.411  C2 1.476, H9 1.009, H10 1.011
2 C 1.411 -2.237 0.146  N1 1.476, C3 1.532, H11 1.086, H12 1.088
3 C 1.844 -1.003 -0.653  C2 1.532, C4 1.527, H13 1.085, H14 1.091
4 C 1.160 0.238 -0.084  C3 1.527, N5 1.459, H15 1.101, H16 1.093
5 N -0.183 0.410 -0.627  C4 1.459, C6 1.374, H17 0.997
6 C -1.123 1.169 0.028  N5 1.374, N7 1.369, O8 1.231
7 N -0.661 2.021 0.994  C6 1.369, H18 1.006, H19 1.005
8 O -2.268 1.233 -0.419  C6 1.231
9 H 2.958 -2.899 1.379  N1 1.009
10 H 1.523 -2.484 2.156  N1 1.011
11 H 0.377 -2.134 0.461  C2 1.086
12 H 1.367 -3.170 -0.412  C2 1.088
13 H 2.906 -0.848 -0.496  C3 1.085
14 H 1.517 -1.161 -1.682  C3 1.091
15 H 1.101 0.040 0.998  C4 1.101
16 H 1.770 1.144 -0.091  C4 1.093
17 H -0.573 -0.428 -1.002  N5 0.997
18 H 0.268 2.377 0.842  N7 1.006
19 H -1.338 2.677 1.342  N7 1.005
20 O 0.316 -1.246 3.549  H21 0.971, H22 0.968
21 H -0.310 -0.705 4.058  O20 0.971
22 H 1.080 -0.657 3.633  O20 0.968
23 O -1.096 4.028 -1.012  H24 0.962, H25 0.960
24 H -1.799 3.681 -1.570  O23 0.962
25 H -1.508 4.491 -0.278  O23 0.960
26 O -1.472 1.113 3.806  H27 0.972, H28 0.969
27 H -1.203 0.935 2.890  O26 0.972
28 H -2.245 0.532 3.845  O26 0.969
29 O -1.131 -1.774 -3.380  H30 0.967, H31 0.966
30 H -1.394 -1.313 -4.188  O29 0.967
31 H -0.209 -1.489 -3.337  O29 0.966
32 O 1.392 1.376 -3.965  H33 0.968, H34 0.967
33 H 1.009 0.784 -3.302  O32 0.968
34 H 2.056 1.786 -3.394  O32 0.967
35 O -2.635 -1.642 -0.239  H36 0.972, H37 0.964
36 H -2.656 -0.670 -0.270  O35 0.972
37 H -2.422 -1.906 -1.141  O35 0.964

Results of the natural (NBO) charge analysis, in e, for atoms 1 through 2: -0.870 -0.236